{
  "formula": "C46H43F7O3",
  "method": "the ωB97M-V functional and the def2-TZVPD basis",
  "homo_ha": -0.2885,
  "energy_ha": -2702.3828,
  "orbital_gap_ev": 8.161,
  "e_lumo_ev": 0.310,
  "smiles": "CCOC(=O)OC.Fc1ccccc1.Fc1ccccc1.Fc1ccccc1.Fc1ccccc1.Fc1ccccc1.Fc1ccccc1.Fc1ccccc1",
  "charge": 0,
  "elements": ["F", "F", "F", "F", "F", "F", "F", "O", "O", "O", "C", "C", "C", "C", "C", "C", "C", "C", "C", "C", "C", "C", "C", "C", "C", "C", "C", "C", "C", "C", "C", "C", "C", "C", "C", "C", "C", "C", "C", "C", "C", "C", "C", "C", "C", "C", "C", "C", "C", "C", "C", "C", "C", "C", "C", "C", "H", "H", "H", "H", "H", "H", "H", "H", "H", "H", "H", "H", "H", "H", "H", "H", "H", "H", "H", "H", "H", "H", "H", "H", "H", "H", "H", "H", "H", "H", "H", "H", "H", "H", "H", "H", "H", "H", "H", "H", "H", "H", "H"],
  "coordinates": [[-5.00, 0.04, -1.98], [-2.09, -3.93, -2.27], [0.86, -2.14, -0.13], [3.73, 3.09, -1.90], [4.95, -2.49, -1.36], [-3.87, 0.29, -4.44], [-2.56, 3.13, 4.73], [0.12, -0.42, 1.78], [1.02, -0.03, -0.32], [-0.67, 1.16, 0.29], [-2.54, 2.77, 0.44], [4.09, 0.93, 0.75], [-0.62, 1.39, -2.19], [-4.41, 1.89, 1.05], [2.83, 3.34, -0.93], [-1.25, 1.37, 3.85], [1.72, -3.19, -0.03], [-4.75, 1.64, -0.27], [-1.82, 1.45, -4.27], [-1.04, -1.83, -2.16], [-1.65, 1.70, 1.09], [-2.79, 0.59, -3.72], [1.97, -5.51, 0.61], [-2.61, 0.07, -2.47], [4.48, 1.05, -0.56], [-4.32, -0.72, 0.08], [-3.43, -0.29, 4.18], [3.30, -5.41, 0.25], [-1.13, 0.11, 3.48], [3.86, -4.25, -0.36], [-0.82, 1.95, -3.47], [4.75, -1.36, -0.67], [0.67, 3.05, -0.02], [1.28, -1.64, -2.33], [-0.95, -3.20, -2.30], [0.29, -3.80, -2.41], [2.22, -0.80, -0.23], [4.80, -0.10, -1.25], [0.09, -1.02, -2.17], [0.17, 0.21, 0.74], [-2.43, 1.87, 4.39], [3.00, -3.16, -0.54], [1.65, 2.72, -0.94], [3.04, 4.36, 0.01], [-4.67, 0.34, -0.73], [1.41, -3.02, -2.47], [-2.21, -0.76, 3.64], [1.24, -4.39, 0.51], [0.87, 4.03, 0.95], [-3.54, 1.06, 4.56], [2.06, 4.73, 0.98], [-1.55, 0.44, -1.70], [-4.00, -0.45, 1.39], [3.98, -0.34, 1.35], [4.32, -1.51, 0.63], [-4.05, 0.82, 1.89], [2.21, -1.79, 0.23], [-0.06, 2.60, -3.87], [3.68, 1.78, 1.28], [0.26, -4.41, 0.96], [-1.99, -1.33, -2.05], [3.34, -2.23, -0.97], [-0.48, 2.09, 3.61], [0.00, 0.05, -2.07], [-2.21, -1.80, 3.37], [-4.34, -1.69, -0.39], [1.45, 1.97, -1.69], [-0.22, 2.43, -0.06], [-1.44, -0.09, -0.76], [-2.24, 0.92, 1.55], [-3.38, -0.52, -2.00], [2.32, 5.44, 1.76], [1.47, -6.35, 1.06], [-5.01, 2.44, -0.96], [3.58, -0.44, 2.35], [-3.79, -1.32, 1.99], [-3.77, 0.97, 2.92], [5.07, 0.04, -2.29], [-4.46, 1.36, 5.04], [2.81, -0.25, 0.50], [4.90, -4.29, -0.64], [0.33, 1.59, -1.72], [-0.17, -0.20, 3.08], [0.09, 4.20, 1.68], [2.33, -3.57, -2.62], [-4.23, -0.99, 4.35], [2.74, -0.83, -1.19], [4.30, -2.49, 1.07], [2.16, -1.03, -2.49], [-1.17, 2.18, 1.95], [-1.97, 3.57, -0.03], [-4.48, 2.85, 1.54], [-2.07, 1.82, -5.26], [4.45, 2.01, -1.06], [0.34, -4.87, -2.53], [4.01, -6.22, 0.36], [-3.15, 2.17, -0.24], [3.91, 5.00, 0.04], [-3.09, 3.36, 1.17]]
}

---

{
  "formula": "C33H34N11O4Tc",
  "method": "the ωB97M-V functional and the def2-TZVPD basis",
  "homo_ha": [-0.3880, -0.3880],
  "energy_ha": -2261.8050,
  "orbital_gap_ev": [5.532, 5.877],
  "spin_multiplicity": 2,
  "e_lumo_ev": [-5.027, -4.682],
  "charge": 1,
  "s2": 1.236,
  "elements": ["Tc", "O", "O", "O", "O", "N", "N", "N", "N", "N", "N", "N", "N", "N", "N", "N", "C", "C", "C", "C", "C", "C", "C", "C", "C", "C", "C", "C", "C", "C", "C", "C", "C", "C", "C", "C", "C", "C", "C", "C", "C", "C", "C", "C", "C", "C", "C", "C", "C", "H", "H", "H", "H", "H", "H", "H", "H", "H", "H", "H", "H", "H", "H", "H", "H", "H", "H", "H", "H", "H", "H", "H", "H", "H", "H", "H", "H", "H", "H", "H", "H", "H", "H"],
  "coordinates": [[3.22, 0.73, -0.66], [2.77, -1.70, 2.63], [3.24, 0.11, 1.36], [-4.72, -2.20, 0.86], [5.38, -2.73, -0.93], [-1.89, -0.03, 5.11], [0.08, -0.92, -3.01], [5.41, 0.70, -0.37], [1.32, 0.24, -1.57], [-2.95, 0.60, 4.57], [-5.39, -4.07, -0.06], [3.09, 2.92, -0.13], [3.66, -1.20, -0.73], [-1.33, 0.92, 3.14], [-0.62, 0.12, -2.51], [-5.73, -4.11, 1.27], [2.92, -1.98, 0.24], [3.82, 1.87, -4.88], [0.12, 0.80, -1.65], [-5.38, -2.56, 3.18], [3.69, 1.67, -2.47], [-4.28, 0.47, 5.16], [3.41, 3.14, 1.31], [-5.33, -3.00, 1.79], [1.75, 3.49, -0.40], [-3.85, -2.85, -3.87], [4.22, 3.80, -3.51], [1.23, -0.83, -2.42], [-3.43, -1.31, -1.59], [-4.19, -2.48, -1.52], [4.09, 3.61, -0.99], [-4.94, -1.28, 3.52], [-4.79, -2.95, -0.27], [2.97, -1.16, 1.58], [4.98, -1.60, -0.97], [5.89, -0.41, -1.23], [-4.86, -0.89, 4.84], [-4.39, -3.25, -2.67], [-5.79, -3.44, 4.18], [-3.09, -1.69, -3.94], [-2.02, 0.32, -2.95], [-0.94, 0.18, 4.23], [3.61, 1.10, -3.74], [-5.22, -1.79, 5.84], [4.12, 3.22, -4.77], [4.01, 3.03, -2.38], [-5.71, -3.04, 5.50], [-2.88, -0.92, -2.81], [-2.60, 1.16, 3.41], [-3.26, -0.72, -0.69], [-4.00, -3.45, -4.76], [5.07, 3.43, -0.56], [-4.99, -4.14, -2.59], [-2.66, -1.39, -4.89], [3.44, 4.21, 1.53], [2.03, -1.53, -2.60], [5.97, 1.53, -0.56], [1.86, -2.06, -0.02], [-6.00, -3.73, 6.29], [-3.28, 1.72, 2.79], [5.82, -0.11, -2.27], [1.70, 4.53, -0.08], [-4.89, 1.26, 4.73], [2.65, 2.67, 1.93], [-6.13, -4.43, 3.91], [4.46, 4.85, -3.41], [-2.42, 1.15, -2.39], [-5.14, -1.49, 6.88], [1.00, 2.91, 0.14], [3.39, 0.05, -3.86], [-1.97, 0.58, -4.00], [3.91, 4.69, -0.97], [1.55, 3.44, -1.48], [6.92, -0.70, -1.01], [5.56, 0.46, 0.61], [3.74, 1.41, -5.86], [4.28, 3.82, -5.66], [0.06, -0.20, 4.36], [-0.19, 1.70, -1.14], [3.34, -2.96, 0.40], [-4.20, 0.63, 6.23], [4.37, 2.70, 1.55], [-4.64, -0.60, 2.73]]
}